# 1
The following is a DFT calculation (the ωB97M-V functional and the def2-TZVPD basis) of a structure of composition C14H30Br3IO4SSi.

Calculated values
Total energy: -260135.092 eV
Frontier orbital gap: 9.143 eV
HOMO: -0.3462 Ha

Element x y z (Å)
C 2.849 0.401 -1.157
O -0.894 -2.227 0.621
H -3.444 0.959 -1.352
C -4.371 0.633 -0.843
H 1.086 -2.913 -2.312
C 2.389 -1.096 -1.012
C -0.492 1.739 1.998
H 3.006 2.003 0.364
C 0.352 -2.102 -2.135
H 8.200 0.708 2.785
H 0.758 -1.102 1.271
I -1.476 1.421 4.867
H -4.283 -2.032 1.015
Br 7.195 0.505 0.527
H -4.408 1.070 0.167
H -3.044 0.689 2.135
H 3.992 1.415 -2.716
H -0.638 -2.574 -1.995
H 4.263 0.733 0.521
H 0.436 -0.176 -1.109
C -4.591 -0.908 -0.894
H -4.456 1.285 -3.502
H 0.371 1.357 1.422
C -3.712 -1.740 0.113
C -2.299 -0.124 2.305
C 3.200 0.913 0.297
Si -2.050 -0.966 0.616
O -5.056 1.983 -3.212
H -5.647 -1.112 -0.643
O -6.141 2.645 -1.025
H 2.793 -1.738 -1.812
S -5.735 1.457 -1.789
H -0.115 2.529 2.672
H -2.775 -0.797 3.047
O -6.821 0.530 -2.143
H 0.311 -1.515 -3.073
C 7.282 1.099 2.367
H -4.408 -1.243 -1.929
H -1.669 0.107 -0.326
H -3.462 -2.690 -0.407
H -0.218 -0.159 3.033
C -1.034 0.564 2.886
H 1.102 -2.688 0.576
H -1.257 2.195 1.350
C 0.800 -1.204 -0.946
H 2.783 -1.443 -0.033
Br 5.827 0.379 3.420
H 4.996 0.560 -1.474
Br 7.373 3.027 2.492
C 4.104 0.492 -2.120
H 4.173 -0.394 -2.773
C 0.460 -1.791 0.449
H 2.539 0.412 1.024
H 2.074 1.065 -1.580

# 2
The following is a DFT calculation (the ωB97M-V functional and the def2-TZVPD basis) of a structure of composition C14H30CdN6S.

Calculated values
Total energy: -39332.148 eV
Frontier orbital gap: 7.883 eV
HOMO: -0.5075 Ha
Charge: +2

Element x y z (Å)
H 1.477 -3.772 1.197
N -0.071 -1.223 -2.283
H 1.872 -1.217 -0.258
N -0.112 -1.890 2.353
H 0.218 2.259 3.310
C -1.252 3.869 -1.397
C 1.083 2.753 1.380
C 1.860 -2.712 1.160
H -2.663 0.433 -0.936
N -3.981 -0.539 0.266
H 0.822 -2.925 -3.333
H -0.569 -2.807 2.485
H 2.500 -2.761 -1.759
H 0.991 2.673 -2.520
C 1.087 2.782 2.872
H -2.590 0.827 0.727
H 4.220 2.382 -1.344
C -4.109 -1.865 0.138
H 0.708 -0.596 -2.374
H -4.841 0.025 0.235
H -0.892 3.631 1.240
C 2.149 2.256 -0.758
C 0.391 -2.627 -2.343
H -6.151 -1.743 0.249
H 1.435 -3.956 -1.015
Cd -0.839 -1.380 0.143
C -0.052 3.243 -0.724
N -5.338 -2.368 0.234
H -0.454 -3.306 -2.208
H -1.015 4.612 -2.190
S -2.796 -2.948 -0.020
H -1.784 3.044 -1.945
N 1.359 -2.082 -0.091
N -2.713 0.091 0.026
H -0.491 -1.275 3.084
C 1.015 2.706 -1.438
H -0.734 -0.994 -3.033
C 1.357 -1.992 2.396
C 2.195 2.290 0.648
H 3.078 1.672 -2.566
H 2.025 2.299 3.210
H 3.072 1.876 1.130
C -0.051 3.200 0.693
H -1.929 4.318 -0.654
H 1.793 -0.977 2.503
H 3.599 0.732 -1.198
H 1.088 3.845 3.209
H -5.473 -3.333 -0.041
H 1.713 -2.602 3.258
H 2.970 -2.781 1.142
C 3.326 1.745 -1.501
C 1.496 -2.891 -1.357

# 3
The following is a DFT calculation (the ωB97M-V functional and the def2-TZVPD basis) of a structure of composition C14H30N2O10S3.

Calculated values
Total energy: -70942.761 eV
Frontier orbital gap: 7.858 eV
HOMO: -0.3003 Ha

Element x y z (Å)
H 4.004 -16.468 6.441
C 11.318 -17.940 5.753
H 3.070 -20.851 7.074
C 5.440 -15.161 1.967
H 11.704 -18.897 6.102
H 5.344 -15.563 0.959
S 10.774 -15.533 7.197
C 4.367 -21.886 8.640
C 6.868 -14.536 2.025
C 6.303 -20.502 8.200
H 5.734 -16.205 6.682
C 5.480 -16.365 3.052
O 5.511 -15.125 5.484
C 9.408 -16.302 6.139
H 6.862 -13.344 3.918
H 5.770 -21.511 10.122
H 6.004 -17.720 4.909
H 9.633 -18.322 7.078
H 9.617 -15.988 5.116
O 11.109 -14.196 6.797
H 4.779 -17.519 7.619
H 8.330 -14.282 3.739
N 7.265 -18.261 6.466
H 4.575 -16.880 3.373
H 9.253 -18.382 5.335
H 6.158 -17.158 2.735
O 10.545 -15.971 8.609
S 5.190 -19.965 6.853
O 5.798 -20.230 5.542
O 4.447 -18.723 7.167
O 4.669 -14.479 7.986
H 7.719 -18.197 4.428
S 6.407 -15.706 4.514
O 7.456 -16.654 4.873
H 6.762 -21.373 7.731
H 4.596 -14.481 2.087
C 4.813 -16.527 7.169
C 5.342 -20.883 9.340
H 4.962 -22.791 8.525
C 6.847 -18.396 5.051
H 4.792 -20.024 9.724
O 7.257 -19.292 7.119
H 8.438 -15.948 6.488
C 9.775 -17.829 6.116
H 3.605 -22.132 9.380
H 6.993 -19.716 8.506
H 7.001 -13.632 1.430
H 12.610 -16.980 7.374
O 4.593 -16.128 9.499
O 7.428 -17.124 6.939
H 7.601 -15.243 1.636
N 4.647 -15.663 8.310
C 4.031 -21.352 7.198
H 4.138 -22.096 6.409
H 12.614 -16.134 5.829
H 11.394 -17.832 4.671
C 7.263 -14.276 3.519
C 12.006 -16.742 6.498
H 6.544 -19.443 5.078

# 4
The following is a DFT calculation (the ωB97M-V functional and the def2-TZVPD basis) of a cluster of 5 separate species, C14H30N7OP in total.

Calculated values
Total energy: -36770.039 eV
SMILES: CN(C)P(=O)(N(C)C)N(C)C.CC#N.CC#N.CC#N.CC#N
Frontier orbital gap: 8.794 eV
HOMO: -0.3063 Ha

Element x y z (Å)
H -13.939 19.137 -17.957
H -11.898 15.425 -11.302
H -9.871 16.250 -16.768
O -11.493 19.205 -19.315
H -11.278 17.676 -15.455
N -12.151 18.957 -16.759
H -9.898 20.208 -16.007
H -12.749 17.025 -19.644
H -10.389 15.047 -18.006
C -12.097 16.245 -19.250
H -15.553 19.532 -22.694
H -17.164 19.016 -21.940
H -12.949 17.443 -15.710
C -7.352 19.716 -23.490
C -9.083 19.902 -16.663
H -11.134 15.309 -12.917
C -8.443 18.180 -18.379
C -11.668 17.219 -12.332
H -11.342 15.964 -19.986
H -8.040 19.319 -21.587
H -12.429 18.785 -14.645
H -12.770 15.495 -18.836
H -9.329 18.777 -22.803
C -13.475 19.544 -17.059
C -10.715 15.812 -17.300
H -13.479 20.633 -17.116
P -11.142 18.480 -18.050
C -15.656 17.782 -21.718
H -8.927 20.453 -22.354
H -8.435 18.919 -19.181
H -16.607 18.316 -23.537
C -10.424 23.296 -17.808
C -11.847 23.245 -18.255
H -12.861 15.666 -12.820
H -8.232 19.530 -16.093
H -11.849 22.593 -19.128
N -11.433 18.346 -12.354
C -11.901 15.806 -12.323
H -14.297 19.406 -16.357
C -8.520 19.463 -22.555
H -11.376 15.263 -16.630
N -9.318 23.247 -17.550
H -8.915 20.674 -17.414
N -9.555 18.729 -17.531
N -11.365 16.823 -18.152
C -12.211 18.231 -15.558
H -8.714 17.216 -18.808
H -12.047 24.310 -18.373
C -16.322 18.768 -22.587
H -12.516 22.837 -17.498
N -6.463 19.965 -24.203
H -7.451 18.110 -17.932
N -15.008 17.029 -21.109

# 5
The following is a DFT calculation (the ωB97M-V functional and the def2-TZVPD basis) of a structure of composition C14H30NO10P2PbSSe.

Calculated values
Total energy: -136974.078 eV
Frontier orbital gap: 8.945 eV
HOMO: -0.4673 Ha
Charge: +1

Element x y z (Å)
H -2.342 -2.474 2.948
C -2.302 3.060 -1.252
H -2.921 3.618 -1.953
H -2.468 2.288 0.760
H -1.242 4.797 -0.639
H -3.973 2.201 -0.192
C -0.803 -0.471 -4.327
H 0.545 -1.987 -3.604
H -3.407 3.747 0.443
H -1.730 -4.082 2.544
O 0.399 1.181 -1.928
H -0.754 0.520 -4.781
C 0.613 -3.185 1.267
C -1.005 3.803 -1.021
H -1.343 -1.342 -0.668
Se 4.443 -0.655 1.957
P -0.033 -0.143 0.879
C -0.893 1.649 3.696
O -0.366 -1.047 2.093
C 0.177 1.941 2.670
H 0.657 -4.245 1.524
C -3.085 2.796 0.017
O 4.099 0.361 0.704
H 0.168 3.001 2.416
C -1.717 -3.033 2.253
H -1.413 -1.450 -6.126
S 4.667 -3.159 0.363
H -1.880 1.914 3.319
N 3.352 -1.704 -1.712
H -0.384 3.292 -0.285
C -1.315 -0.292 -0.367
C 0.580 -1.076 -4.203
H -2.758 -0.915 -5.109
C -1.760 -1.349 -5.098
H 1.615 0.442 3.277
O 1.302 -0.445 0.261
C 1.565 1.515 3.084
H -2.285 -0.038 0.062
H -0.698 2.247 4.586
H -0.889 0.598 3.981
O -2.101 1.795 -1.967
H 0.136 -2.612 3.265
H 2.305 1.775 2.326
O -1.415 -0.302 -3.000
O -0.202 1.322 1.378
O 5.443 -1.900 1.037
C 3.882 -2.343 -0.907
H 0.946 -1.337 -5.196
Pb 2.691 0.676 -1.092
H -0.442 3.915 -1.946
H 1.619 -2.775 1.316
H -1.811 -2.342 -4.649
H 1.834 2.037 4.003
C -0.297 -2.516 2.271
O 5.478 -0.037 2.985
P -1.009 0.687 -1.867
H 0.227 -3.109 0.248
H 1.285 -0.378 -3.758
H -2.146 -2.955 1.251
O 3.164 -1.477 2.458

# 6
The following is a DFT calculation (the ωB97M-V functional and the def2-TZVPD basis) of a cluster of 6 separate species, C14H30O20S5 in total.

Calculated values
Total energy: -110121.472 eV
SMILES: O=S1(=O)CCCC1.O=S1(=O)OCCO1.O=S1(=O)OCCO1.O=S1(=O)OCCO1.O=S1(=O)OCCO1.OCCO
Frontier orbital gap: 10.050 eV
HOMO: -0.3714 Ha

Element x y z (Å)
H -1.932 3.348 -4.549
O -1.923 -0.040 3.699
O -0.340 -1.696 4.400
H -6.092 0.123 0.721
H -3.905 -1.739 6.785
C 0.145 -0.995 0.313
O 3.176 3.147 -1.434
H 0.319 0.803 -0.653
H -2.908 0.280 7.350
O 3.595 -2.635 0.582
O 3.508 -5.015 1.575
O -2.592 -1.806 5.311
H 1.194 -1.186 0.541
S 0.932 5.394 -4.145
O -5.470 -3.396 1.696
H 1.212 -4.341 -0.303
H 4.159 0.438 -0.162
C 0.694 4.166 -2.787
O 5.106 1.907 -1.256
H 1.347 3.398 -3.203
O 4.867 3.045 -3.517
H 0.436 4.214 -6.114
O -3.827 -1.320 1.765
O -5.295 -1.568 -0.146
C 2.640 1.838 -1.208
S -4.501 -2.611 0.902
S 4.732 3.227 -2.080
O -3.404 -3.404 0.244
H -2.335 -2.566 7.046
C -3.840 -0.139 0.974
C -2.128 -0.470 7.216
C -0.847 3.321 -4.444
O 5.428 4.371 -1.442
H -1.721 -0.922 8.120
O 5.533 -4.159 0.392
H -4.987 0.308 -0.731
C -5.208 -0.230 0.191
H -0.921 -2.404 0.893
H -0.380 -0.648 1.203
H -3.036 -0.235 0.245
H -1.395 4.294 -2.546
C -0.698 3.571 -2.971
O 0.805 -0.575 -2.040
H 1.428 -5.051 1.668
H 4.077 0.260 -1.874
H 0.520 -1.408 -2.422
H -0.918 5.201 -5.712
H -1.067 -0.102 -1.349
C 1.903 -5.183 -0.275
H 1.664 -6.021 -0.930
H 2.051 1.748 -0.295
C -2.821 -1.642 6.731
H 1.030 4.453 -1.791
C 3.972 0.998 -1.078
O 2.314 5.385 -4.684
O 3.155 -4.757 -0.810
C 2.244 -5.581 1.178
H -0.509 2.377 -4.870
H -3.684 0.655 1.705
O 0.208 6.672 -3.813
H -0.964 2.716 -2.350
S -1.414 -0.830 4.769
O -1.170 -0.092 6.197
H 2.315 -6.637 1.441
C -0.030 -0.163 -1.019
O -0.394 -2.311 0.096
H 2.027 1.678 -2.095
S 4.118 -3.972 0.425
C -0.196 4.511 -5.277

# 7
The following is a DFT calculation (the ωB97M-V functional and the def2-TZVPD basis) of a cluster of 14 separate species, C14H31Cl26N2O in total.

Calculated values
Total energy: -345628.613 eV
Frontier orbital gap: 2.718 eV
HOMO: -0.0419 Ha
Charge: -1

Element x y z (Å)
C -2.921 -2.618 0.285
H 3.310 -6.273 -1.712
H -6.786 0.830 7.945
C 1.783 -2.255 -1.284
C 4.687 3.897 -0.429
Cl 0.485 -3.083 -6.261
H 1.674 -3.280 -0.928
Cl 6.234 3.372 0.250
C 5.691 -0.261 -1.129
H 1.980 -2.256 -7.887
Cl 5.233 9.185 2.400
C -1.837 2.047 -4.308
Cl 0.315 3.513 -1.328
H 1.801 -1.143 -6.510
C 2.158 -6.038 -3.455
Cl -4.843 0.189 9.071
Cl 4.730 -1.570 -1.818
H -5.069 -0.139 1.712
H 0.087 1.386 -0.340
H -6.077 1.098 0.923
H -2.498 -2.602 -0.716
C -7.633 0.777 7.265
Cl 4.434 7.486 0.165
H -1.435 2.098 -5.316
O 3.787 -5.209 -4.923
Cl -1.386 2.736 0.912
Cl -2.843 -0.985 0.966
Cl -0.163 7.048 4.262
C -3.373 -0.244 8.186
H -7.738 -0.235 6.882
H 4.519 4.932 -0.146
Cl -0.583 -4.226 -2.032
H 6.723 -0.585 -1.030
Cl -1.877 3.682 -3.626
H -3.478 -1.256 7.805
H -1.175 5.131 3.336
H -1.287 6.539 2.254
H -1.243 -6.393 -1.403
H 6.464 7.467 1.361
Cl -9.106 1.212 8.145
C 5.420 7.607 1.628
Cl -7.344 1.873 5.910
C 1.910 -2.184 -6.805
H -1.570 -6.063 -3.120
C -1.607 -5.656 -2.114
H 5.635 0.598 -1.794
H 1.420 -5.240 -3.812
Cl 1.856 -2.273 -3.055
Cl -3.285 -5.250 -1.715
C -0.641 5.986 2.930
H -2.526 -0.190 8.864
Cl 0.411 -1.293 -0.701
Cl -6.683 0.758 3.176
Cl 5.079 0.204 0.463
H 3.203 -4.406 -4.965
C 0.114 2.407 0.036
H 3.392 -4.787 -2.455
Cl -2.011 -3.768 1.269
H 5.109 6.834 2.326
H 0.949 2.528 0.717
H -3.960 -2.934 0.243
C -6.079 0.244 1.595
N 2.770 -5.545 -2.173
Cl -0.832 0.954 -3.349
H -2.850 1.656 -4.334
Cl 3.391 -2.833 -6.094
H 4.732 3.811 -1.512
Cl 3.335 2.922 0.167
Cl -3.094 0.853 6.831
Cl -7.093 -1.029 0.900
H 1.551 -6.965 -3.232
N 3.097 -6.374 -4.503
Cl 0.764 5.407 2.031
H 2.692 -1.827 -0.896

# 8
The following is a DFT calculation (the ωB97M-V functional and the def2-TZVPD basis) of a structure of composition C14H31CuN5P.

Calculated values
Total energy: -76400.329 eV
Frontier orbital gap: 6.734 eV
HOMO: -0.2463 Ha

Element x y z (Å)
H -3.470 -2.424 -0.612
H -1.379 2.173 1.917
C 1.176 -1.138 2.868
C -2.299 -0.792 0.185
H 0.710 2.518 -1.207
N 0.458 -1.550 -0.047
C -3.356 -0.246 1.154
C -0.878 0.149 3.508
H -0.685 3.317 0.769
H -0.309 1.080 3.492
Cu 1.072 -1.743 -1.741
H -0.708 -2.594 3.813
H 4.997 1.252 -2.942
H -3.454 -0.481 -1.607
H 2.015 0.798 0.889
H 5.145 2.131 -5.124
C 3.773 0.743 -4.503
H 3.899 1.723 -6.247
H -3.366 -0.784 2.103
C 2.238 -0.869 -4.130
C -2.501 -0.133 -1.190
H 3.880 -0.014 -2.626
N 1.776 -1.657 -3.428
N 4.260 1.696 -5.310
H 1.751 -0.217 2.948
H -2.014 2.274 0.272
C -2.544 -2.300 -0.036
C -1.010 -2.244 2.819
C -0.313 -0.898 2.544
H 1.243 -1.650 3.836
H 1.674 2.535 0.748
H 1.631 -1.769 2.102
H 0.889 0.780 -1.504
C -0.057 1.292 0.391
H -0.682 1.556 -1.712
C 0.218 1.540 -1.101
C 1.278 1.576 1.106
H -1.710 -0.415 -1.892
H -1.925 0.385 3.318
N 2.765 0.031 -4.932
C -1.103 2.306 0.872
H -3.234 0.817 1.366
H 1.163 1.658 2.187
H -2.551 0.955 -1.132
H -2.097 -2.161 2.823
H -1.719 -2.745 -0.597
H -2.660 -2.854 0.892
H -0.813 -0.247 4.529
P -0.471 -0.556 0.677
H -0.710 -2.999 2.088
H -4.347 -0.377 0.700
N 4.351 0.571 -3.300